ORCA calculation (ωB97M-V/def2-TZVPD) on a 2-piece molecular cluster, HN2O3S overall.

Output
- HOMO level (spin up / spin down) (eV) = -4.89 / -3.71
- relative energy (zero: lowest compared OMol25 entry of this formula, charge and spin) (eV) = 7.400
- total charge = -1
- LUMO level (spin up / spin down) (eV) = 3.6598 / 1.6930

CARTESIAN COORDINATES (ANGSTROEM)
N1 -0.630824 0.340314 0.210621
N2 -1.453675 -0.690860 0.127714
O1 -1.568418 -1.420000 1.142077
O2 -2.242015 -0.656945 -0.771665
O3 0.455298 0.203152 0.882717
S1 2.910048 0.639586 -0.370479
H1 2.529586 1.584751 -1.220984

Cartesian forces, eV/Å:
3.8382 3.1830 -0.1594
-0.6628 -1.8032 3.8557
0.2215 -0.4692 -0.8877
-1.3753 -0.3964 -2.1259
-1.7185 -0.3822 -0.8556
-0.0580 -0.3987 0.3649
-0.2450 0.2668 -0.1920

ORCA calculation (ωB97M-V/def2-TZVPD) on C22H26ClLaO4P2 as an isolated structure.

Output
- HOMO level (spin up / spin down) (eV) = -14.31 / -14.76
- total charge = +2
- LUMO level (spin up / spin down) (eV) = -10.1262 / -8.6132

CARTESIAN COORDINATES (ANGSTROEM)
La1 -0.551822 1.747262 0.311048
Cl1 -1.899602 1.861687 -1.847894
C1 -2.389397 -0.345059 1.477513
O1 -3.237113 -1.089891 1.752142
P1 0.586199 -0.918560 -0.601039
C2 1.802688 -1.864233 0.391046
C3 -0.612192 -2.139863 -1.209276
C4 1.469582 -0.396806 -2.138742
C5 -1.147585 -2.028946 -2.506356
C6 -2.072626 -2.970804 -2.942298
C7 -2.520420 -3.998999 -2.133632
C8 -2.008221 -4.068669 -0.852262
C9 -1.075460 -3.161491 -0.387987
H1 -0.920038 -1.161314 -3.111955
H2 -2.466307 -2.871784 -3.925748
H3 -3.238379 -4.739895 -2.511129
H4 -2.365446 -4.839397 -0.206925
H5 -0.757173 -3.199470 0.656051
C10 1.769853 -1.850973 1.791945
C11 2.681429 -2.543859 2.539650
C12 3.660280 -3.320528 1.972961
C13 3.701931 -3.348978 0.580349
C14 2.805465 -2.635318 -0.207019
H6 1.039706 -1.198320 2.260840
H7 2.630897 -2.469381 3.614266
H8 4.369345 -3.882145 2.588589
H9 4.454464 -3.943217 0.119614
H10 2.915282 -2.652763 -1.288363
C15 1.878597 -1.345082 -3.093728
C16 2.580627 -0.937615 -4.220619
C17 2.858737 0.393815 -4.478778
C18 2.407393 1.317244 -3.558126
C19 1.729881 0.946318 -2.420984
H11 1.611100 -2.396193 -2.988096
H12 2.914728 -1.663261 -4.914305
H13 3.412435 0.717202 -5.365025
H14 2.581948 2.355442 -3.724075
H15 1.367867 1.715388 -1.707453
H16 0.694987 0.908187 1.744233
H17 1.477595 1.855022 0.837346
C20 -4.472638 3.862030 3.123933
O2 -3.019632 4.143494 3.213912
P2 -2.240695 2.987385 2.307922
O3 -1.067452 3.895235 1.393161
C21 -1.664616 4.842497 0.359255
O4 -0.991121 2.336806 3.166675
C22 0.111768 2.858737 3.934498
H18 -5.008565 4.168591 4.029611
H19 -4.584094 2.766476 3.062208
H20 -4.968341 4.280662 2.236130
H21 -1.488593 4.447183 -0.682230
H22 -2.750561 4.926505 0.582159
H23 -1.155131 5.791969 0.529714
H24 1.071793 2.822621 3.356914
H25 -0.119974 3.856138 4.335254
H26 0.206618 2.178921 4.755106

Cartesian forces, eV/Å:
-3.0209 0.7044 -1.3862
-0.2575 -0.1361 -0.8006
-3.5874 -3.1993 0.9496
3.7468 3.2696 -1.1204
1.1313 -1.9522 -0.8959
0.2474 -0.0545 0.6064
0.0882 0.7875 -0.2268
-0.2217 0.0054 -0.1538
-0.6002 0.0144 0.2789
0.3771 0.6264 -0.2472
0.1506 -0.1732 -0.3355
0.0781 -0.1389 0.4911
-0.2432 -0.1400 0.8544
0.1259 -0.1719 -0.1751
-0.2356 0.0788 -0.6489
0.3182 0.4526 0.2836
-0.0639 -0.3904 0.4568
0.0997 -0.2277 -0.3140
-0.7343 0.9464 -1.0960
-0.0566 -0.0587 1.3582
0.0774 -0.1450 -0.7701
-0.1008 -0.0141 0.3276
0.0061 0.1176 -0.2744
-0.0239 -0.1332 0.2839
-0.0682 0.0165 0.1767
-0.2627 0.2597 -0.3362
0.4461 -0.2972 -0.4995
0.0313 -0.1248 0.2921
-0.2531 0.0221 0.1565
-0.0832 0.1332 0.2052
-0.0101 -0.0840 0.2334
0.0328 0.6612 -0.0441
-0.5551 -0.2652 1.1423
0.1696 0.2526 0.0279
0.1712 -0.7515 -0.5582
-0.2574 -0.2267 0.3496
0.1212 0.6101 -0.1275
0.4635 -0.2042 -0.5474
2.9608 0.1060 -0.5687
0.5377 -1.3124 2.0383
-0.5904 -0.9402 0.1717
0.4522 -1.6611 -1.7287
1.4381 2.3751 2.3591
-1.7424 0.7968 -0.6190
0.0470 -0.5776 0.4687
-1.6116 -0.4153 -1.1926
0.6350 0.7094 0.0430
0.6597 0.2563 -0.1830
-0.2064 0.3480 0.0579
0.5838 0.2485 0.2846
-0.2108 0.3828 1.1092
0.7308 0.0862 -0.3996
-0.1956 -0.1605 -0.1681
-1.0426 0.2888 0.2743
0.1964 -0.2770 -0.3965
0.1116 -0.3235 0.5328

ORCA calculation (ωB97M-V/def2-TZVPD) on C10H18B2F4N6NiO5 as an isolated structure.

Output
- HOMO level (spin up / spin down) (eV) = -16.13 / -16.13
- ⟨S²⟩ = 2.036
- total charge = +2
- 2S+1 = 3
- LUMO level (spin up / spin down) (eV) = -8.8984 / -8.9021

CARTESIAN COORDINATES (ANGSTROEM)
Ni1 -0.593862 0.184721 0.276866
C1 -1.773863 -2.750022 3.226402
C2 -1.192055 -1.520771 2.631341
N1 -1.445051 -1.362878 1.220492
O1 -1.973039 -2.287258 0.688669
B1 -1.359681 -1.883283 -2.554393
F1 -0.035109 -1.934521 -2.776160
F2 -2.084651 -2.983992 -2.803435
O2 -2.086956 -0.764704 -2.189131
N2 -1.557756 0.325286 -1.540794
C3 -1.564804 1.448124 -2.181904
C4 -1.959970 1.623381 -3.625628
C5 -0.955020 2.509066 -1.315776
N3 -0.231832 2.100947 -0.367619
O3 0.079339 3.049988 0.537327
B2 1.381313 3.181085 1.086754
F3 2.325670 2.399638 0.644413
F4 1.417814 4.045799 2.052392
O4 0.804671 1.320453 2.729180
N4 -0.047943 0.586150 2.321112
C6 -0.499410 -0.447515 3.255011
C7 -0.149981 -0.413489 4.652334
C8 -1.369539 3.946255 -1.435002
H1 -1.279429 -2.922283 4.236250
H2 -1.826040 -3.663100 2.676927
H3 -2.742571 -2.493521 3.540770
H4 -2.007681 0.695767 -4.182629
H5 -1.202590 2.260174 -3.965223
H6 -2.902342 2.091520 -3.664376
H7 -0.219799 0.655531 4.953267
H8 0.975937 -0.645874 4.724811
H9 -0.705305 -1.154677 5.233876
H10 -2.438643 3.913282 -1.520585
H11 -0.992928 4.189519 -2.411521
H12 -0.955012 4.557921 -0.666049
C9 3.556140 -2.722838 -1.790416
N5 2.363619 -2.308787 -0.982310
C10 1.996015 -1.070082 -0.656355
N6 2.715675 -0.049015 -1.181332
O5 1.000471 -0.847981 0.078330
H13 3.594360 -3.828913 -1.864427
H14 4.518799 -2.456469 -1.341277
H15 3.510733 -2.282022 -2.798196
H16 1.976855 -3.016763 -0.380438
H17 3.570139 -0.109150 -1.705833
H18 2.365311 0.835301 -0.865716

Cartesian forces, eV/Å:
-0.1369 1.0522 0.0759
1.9759 0.6590 2.8480
0.8677 1.6779 0.1913
0.4872 0.2146 0.5707
-0.2896 -0.2087 -0.5194
-0.0480 -1.4969 -0.8118
-1.1420 0.5698 0.5643
0.7733 1.3442 0.3634
-0.1254 -0.1069 -0.1035
0.3087 0.0061 -0.5185
0.4202 -1.8732 0.2164
0.4382 -0.9546 1.8504
-1.4321 1.4578 -0.1802
0.9446 -1.3996 0.3698
0.8743 1.1697 0.9479
-2.1050 -0.5539 -0.0029
0.8182 -0.0027 -0.1963
0.6445 0.1786 -0.0274
-0.3713 -0.0476 0.1031
-0.1164 -1.1753 0.3345
-1.6071 -2.4815 -2.6365
2.1366 0.6858 0.5488
0.4278 -1.8074 -1.1000
-0.3273 -0.1159 -1.3832
0.3217 -0.2389 -0.7087
-1.7960 0.2862 0.1809
0.1291 -0.1079 0.1438
0.8910 1.0896 -1.2670
-1.2132 0.8051 -0.2388
-0.1873 -0.8236 0.4907
-1.4595 0.2476 0.0624
0.0931 0.6158 0.0577
-0.6771 0.5286 0.1834
0.1047 0.8787 -0.5961
-0.0967 0.3973 0.2919
-0.1886 -0.0407 0.0894
0.8299 -0.7846 0.2005
1.7126 0.1122 -1.6776
-1.2556 -0.0688 0.6675
0.0665 -0.5758 0.4072
-0.4516 0.7660 -0.0466
-0.2900 0.2912 0.2142
-0.1563 -0.2703 0.3523
-0.2160 -0.1362 -0.1602
-0.0159 -0.2179 0.0625
0.4394 0.4548 -0.2139

ORCA calculation (ωB97M-V/def2-TZVPD) on a 2-piece molecular cluster, C4H9NO3 overall.

Output
- HOMO level (spin up / spin down) (eV) = -14.48 / -14.47
- ⟨S²⟩ = 0.756
- relative energy (zero: lowest compared OMol25 entry of this formula, charge and spin) (eV) = 1.480
- total charge = +1
- 2S+1 = 2
- LUMO level (spin up / spin down) (eV) = -4.5145 / -9.3629

CARTESIAN COORDINATES (ANGSTROEM)
O1 0.030365 1.615966 -1.196849
C1 0.332657 2.066760 -0.114751
C2 0.397395 1.036904 1.026351
C3 -0.775121 0.028722 0.925778
C4 -0.127699 -1.399400 1.100797
N1 0.369567 -2.074223 0.031411
O2 -0.160305 -2.062439 2.127738
H1 0.430344 3.136769 0.065266
H2 1.383223 0.563082 1.073143
H3 0.259730 1.648998 1.930348
H4 -1.532002 0.276768 1.695274
H5 -1.286291 0.039648 -0.058841
H6 0.091650 -1.744901 -0.916960
H7 0.634203 -3.040999 0.200424
H8 -0.023531 0.499027 -3.199280
H9 0.208804 -0.256309 -1.923837
O3 -0.232991 -0.334367 -2.766008

Cartesian forces, eV/Å:
0.4994 1.3891 0.5145
-0.7937 -2.0062 -0.9568
-0.3600 1.5639 0.7862
0.4999 -0.2518 0.3580
-0.8371 -0.4217 -3.0147
-0.8370 1.6247 0.2270
-0.1645 0.1980 1.8475
0.3430 0.1988 0.1879
-0.0645 0.1984 -0.1318
0.2884 -0.6012 0.1280
0.5165 -0.7129 -0.2674
0.5114 -0.2221 0.3553
0.3258 -0.6960 0.8742
0.1021 0.1326 -0.4118
-0.0849 0.0051 -0.0277
0.2251 0.6846 -0.0980
-0.1700 -1.0833 -0.3704

| no. | DFT total energy (Ha) |
| --- | --- |
| 1 | -733.8442 |
| 2 | -2328.7096 |
| 3 | -3053.6374 |
| 4 | -437.9192 |